# 1
C31H57CaN4O2P2 as an isolated structure in a non-equilibrium geometry, computed with ωB97M-V/def2-TZVPD.

Structure (XYZ):
```
97
Properties=species:S:1:pos:R:3:forces:R:3:mulliken_charge:R:1
H -1.02392 -0.91331 2.45284 -0.340 0.343 0.004 -0.2580
C -4.84364 -1.72872 -0.36293 0.802 -0.271 0.441 2.2348
H 2.74028 -1.39528 -2.37828 0.233 0.149 -0.038 0.3620
H 3.59839 -0.15791 -3.34254 -0.007 -0.264 0.232 0.4252
C 5.55389 0.45596 -1.58325 0.274 -0.319 -0.170 -1.9436
C -5.34796 -1.22381 -1.73203 0.238 0.092 -0.042 -1.8339
H 5.22976 -2.05670 -0.62314 -0.118 0.041 0.165 0.4825
H -4.31762 -2.48698 2.48526 0.314 0.200 0.003 0.3223
H 1.62907 -1.04574 4.14061 0.098 0.463 0.424 -0.0085
H 5.41032 1.29028 -2.28306 0.023 -0.181 0.241 0.3119
H -6.89463 -2.08740 0.18665 0.232 0.145 -0.003 0.5213
N -0.07733 1.22845 -1.39317 0.811 -0.612 0.785 0.8755
H -1.33766 3.87645 -3.96114 0.025 -0.001 0.474 0.4001
C -2.25258 -2.03917 -3.79154 -0.312 0.061 -0.144 -1.8349
O 1.07439 0.75284 2.51522 0.439 0.123 2.404 -0.1191
H 2.73453 1.44367 -2.82608 -0.368 0.212 0.423 0.4866
H -2.45632 -1.01293 -4.12724 0.039 -0.264 0.156 0.3633
H 2.69138 2.90696 -1.86290 -0.073 -0.495 0.006 0.4064
P 2.92607 0.91339 -0.45575 0.252 0.425 -0.587 1.2532
H -6.29999 -0.52759 0.77068 0.048 -0.143 -0.144 0.4044
Ca 0.25149 -0.15084 0.67378 0.081 0.356 -1.299 1.7139
C 0.04207 -1.38284 -3.19403 0.331 0.078 -0.177 -1.8783
H 5.68371 2.71105 -0.60565 -0.307 0.184 0.082 0.3654
C -3.33318 -2.04245 2.65421 0.228 0.064 0.987 -1.8972
H 4.32220 3.62929 -1.27817 0.085 -0.071 0.217 0.2919
N -1.91461 -1.66259 -0.20832 1.315 -0.459 -2.593 -0.7269
H -3.20275 -2.51543 -3.51061 0.305 0.080 -0.053 0.2829
C 3.78271 2.35744 0.46488 0.081 -0.555 -0.074 1.4151
H 1.94615 2.70475 1.61251 0.171 0.096 -0.269 -0.1218
C -1.40050 1.27199 -1.78527 -1.540 -3.620 -0.289 0.1862
C -0.94841 -3.49665 -2.20663 0.091 -0.064 -0.187 -1.5595
N 1.58628 -0.12721 4.56713 0.088 0.034 0.101 -0.2678
C -1.88399 2.38884 -2.48404 -0.063 1.945 -1.118 -1.1805
H 3.59585 -1.90867 0.05991 0.150 0.119 -0.090 0.1590
H -1.51015 0.82576 1.97700 -0.106 -0.315 0.125 0.5559
C 2.30029 1.87838 -1.90632 -0.020 0.107 -0.145 -1.1615
H -3.67764 -3.37511 -1.21162 -0.097 0.094 0.068 0.2131
H 3.06603 4.08047 1.56476 -0.034 -0.144 -0.164 0.5861
H 4.96676 2.58887 2.24745 -0.048 -0.189 -0.023 0.5283
H 4.94042 -0.95142 0.73362 -0.136 -0.068 -0.199 0.3018
H -2.96018 2.57578 -2.49838 0.319 -0.215 -0.356 0.5321
H -5.57692 -0.14571 -1.70155 0.043 -0.366 -0.014 0.3553
H 0.95134 2.87975 3.67492 0.186 -0.285 0.267 0.3071
C -1.22037 -2.05574 -2.65081 0.315 0.076 0.627 2.6079
C -6.01835 -1.57437 0.61266 -0.172 0.042 0.102 -2.0178
H 0.80822 -1.28176 -2.40959 -0.250 -0.002 -0.299 -0.0932
H 6.19720 -0.28139 -2.08773 -0.086 0.174 0.070 0.5487
C 1.30159 0.91987 3.77537 -0.498 0.047 -2.011 0.0555
C -1.78472 -0.10474 2.51849 -0.482 -0.182 -0.146 -1.9158
H 3.91286 1.15864 2.30498 0.048 0.058 -0.132 0.0908
H 0.46710 -1.96876 -4.02596 -0.160 0.115 0.310 0.7026
C -4.23205 0.35871 2.57991 0.080 0.122 0.177 -1.8928
H 1.29515 3.51368 5.87319 0.067 -0.308 0.006 0.3338
H 2.47506 2.18945 6.03098 -0.241 0.132 -0.078 0.3379
C 0.79400 2.00834 -2.07919 -0.355 0.752 -0.601 0.0758
C 4.50767 -1.34923 -0.19364 0.149 -0.048 -0.174 -1.6672
H -0.49245 -4.04511 -3.04607 -0.115 0.109 0.297 0.4547
C 4.55510 1.76189 1.65091 0.093 0.242 0.180 -1.6945
H -4.17466 1.30428 2.02097 -0.007 -0.244 0.065 0.3709
H 5.03248 4.08466 0.27502 -0.102 -0.127 -0.168 0.5389
C -1.73520 -1.19028 -1.48532 0.167 -3.406 2.359 -0.1925
H 1.82863 0.01506 5.54082 -0.081 -0.316 -0.370 0.2075
H -5.26002 -0.01426 2.50258 0.407 0.037 -0.001 0.4067
C 0.37368 2.95002 -3.01538 1.403 -0.636 0.190 -0.8805
H -2.57342 -2.71729 2.24392 -0.113 0.058 -0.018 0.3140
H 0.73727 1.89273 6.35426 0.137 0.185 -0.168 0.3692
H 2.07058 3.70867 0.14507 0.110 -0.099 0.137 0.2789
N 1.24530 2.14610 4.31302 -0.151 -0.071 -0.358 -0.0600
H -4.04622 0.59741 3.63800 -0.083 -0.123 -0.144 0.4748
H -3.19838 0.19461 -2.23193 0.656 0.016 0.215 0.3514
H -0.21051 -0.38303 -3.57408 0.205 -0.215 0.170 0.3112
C 1.28497 -2.54687 2.22050 1.306 -2.564 1.710 0.3268
C 1.45024 2.44135 5.72062 0.047 0.034 0.224 -1.1039
H 5.40471 1.14439 1.32807 -0.263 0.169 0.069 0.2941
O 1.73401 -3.37678 2.87752 -1.380 2.549 -1.979 -0.1803
H -0.27050 -3.53873 -1.34527 -0.079 0.011 -0.171 0.1589
C -2.24937 0.08324 -1.68318 0.736 5.934 -3.322 -0.3480
C -3.16838 -0.63396 2.07715 -0.365 -1.146 0.175 2.5121
C 2.64127 3.25932 0.96798 -0.075 -0.035 0.196 -1.5657
C 4.23796 -0.24563 -1.23426 -0.145 0.394 0.395 1.4303
C -0.98834 3.16117 -3.21405 -1.685 -0.483 0.788 -0.9646
H -3.17949 -2.00297 3.74311 -0.081 -0.204 0.021 0.4911
H -6.26827 -1.77584 -1.99336 0.288 0.225 0.148 0.5175
H 4.42731 -1.63878 -2.85821 -0.177 0.143 0.090 0.5727
P -3.25637 -0.69925 0.20119 -2.319 2.331 1.987 0.2615
H 1.12605 3.51749 -3.56900 -0.276 -0.204 0.162 0.4749
H -4.63399 -1.40793 -2.54699 -0.178 0.113 0.300 0.2342
H 6.10623 0.79545 -0.69873 -0.203 -0.061 -0.259 0.3226
H -1.84694 -2.58666 -4.65399 -0.030 0.044 0.282 0.4899
H -1.80838 0.17775 3.58195 -0.012 -0.107 -0.236 0.6519
H -4.09275 -3.61122 0.48265 -0.084 0.085 -0.101 0.1641
H -1.87485 -4.01226 -1.92381 0.273 0.135 -0.048 0.3519
H -5.85417 -2.03177 1.59099 0.034 0.108 -0.206 0.3442
H -5.33746 -3.77696 -0.77441 0.111 -0.028 0.051 0.5378
C 4.75293 3.22656 -0.35531 0.194 0.124 0.160 -1.7176
C -4.45456 -3.20114 -0.46442 -0.337 -0.328 -0.180 -1.6885
C 3.69919 -0.88403 -2.52492 0.028 -0.130 0.082 -1.8372
```
Positions in Å, forces in eV/Å.

- E_HOMO (eV) = -7.14
- multiplicity = 1
- total charge = +1


# 2
One molecule with the formula C4H7N3O in a non-equilibrium geometry, computed with ωB97M-V/def2-TZVPD.

Structure (XYZ):
```
15
Properties=species:S:1:pos:R:3:forces:R:3:mulliken_charge:R:1
O -0.98578 0.63462 1.98577 -2.386 2.431 1.987 -0.4202
H -0.73180 1.52636 1.68161 0.177 -0.032 0.143 0.3607
H -2.01248 -1.03566 -0.92719 -0.104 2.168 0.231 0.2843
N 1.29645 -0.50811 -1.94625 -2.728 -0.009 -3.126 -0.7069
H -2.45969 0.94148 -0.20088 1.975 -3.276 -1.664 0.2491
C 1.08484 -0.17664 1.48746 2.042 -2.072 1.454 -0.1634
C 0.79556 -0.19500 -0.79807 2.065 -0.219 0.751 0.5514
C 1.76063 -0.18614 0.32555 -3.097 -0.022 1.363 -0.6876
H 1.51882 -0.50226 2.50893 -0.983 1.077 -1.753 0.3117
H -1.26394 0.66989 -1.77233 -2.264 -1.988 1.970 0.2668
N -0.32060 -0.25266 1.29172 3.099 -1.145 -2.909 -0.0327
H 2.70710 -0.51168 0.18623 2.993 -0.403 -0.332 0.4471
N -0.34811 0.13732 -0.11671 -4.163 -0.347 -1.196 0.0690
H 0.66957 -0.61122 -2.93629 1.492 0.588 4.036 0.2240
C -1.71057 0.06972 -0.76956 1.884 3.250 -0.953 -0.7533
```
Positions in Å, forces in eV/Å.

- E_HOMO (eV) = -8.76
- multiplicity = 1


no.,gap between HOMO and LUMO (eV)
1,4.3
2,9.3